1.
Below is a molecular structure, C12H13Br2NO5S2, with properties calculated with ωB97M-V with the def2-TZVPD basis set.

The geometry in XYZ format:
```
35
Properties=species:S:1:pos:R:3:forces:R:3
C 3.02148 0.76142 -1.13356 2.69 -2.11 -6.07
N 2.04873 0.92397 -0.25431 -2.82 3.42 2.68
C 1.65331 2.30562 -0.10423 -8.44 -14.71 7.07
O 2.09911 3.10342 -0.67000 6.71 12.18 -7.41
C 0.35738 2.33027 0.72937 0.09 5.85 6.78
H 0.12309 3.50332 0.90674 1.07 -2.23 -0.68
H 0.48013 2.07443 2.07393 -0.01 0.20 -4.45
O -0.90646 1.91515 0.34294 -0.56 -2.06 0.04
C -1.60343 1.16542 1.25624 4.49 -0.48 6.00
O -1.11665 0.82550 2.45008 -2.43 1.65 -5.85
C -2.86377 0.85671 0.79966 -4.01 -2.45 -2.48
C -3.86306 -0.00170 1.30784 3.04 -1.97 5.36
C -4.82378 -0.57181 0.45622 0.41 2.69 1.45
C -4.68065 0.23243 -0.65049 -2.01 -2.66 -2.33
S -3.23569 1.00849 -0.98668 0.09 0.82 2.08
Br -5.98110 -0.05040 -1.97453 -0.01 0.48 -0.67
Br -6.30509 -1.56636 1.14192 0.90 0.50 -0.71
H -3.71610 -0.47666 2.51243 -0.47 1.82 -3.78
C 1.38700 -0.10763 0.32322 -3.89 -4.98 2.71
C 2.26305 -1.21762 0.93977 0.67 2.53 -6.78
H 1.90825 -1.80197 1.61498 -2.72 -2.93 4.90
H 3.17265 -0.77645 1.13491 2.42 0.18 0.55
S 2.32748 -2.38998 -0.47372 -2.48 8.91 0.01
O 3.51387 -2.37623 -1.07312 10.18 1.90 -4.86
O 1.94543 -3.61260 -0.25178 -5.50 -13.68 4.97
C 1.05636 -1.77658 -1.53636 -2.67 -3.09 3.61
C 0.26255 -1.09961 -0.53722 -2.06 8.91 0.31
H -0.31908 -0.00078 -1.07227 0.98 -3.74 1.32
H -0.47931 -1.56420 0.20210 1.39 0.20 -1.40
H 1.44553 -1.29187 -2.28293 1.93 3.52 -3.87
H 0.37588 -2.50900 -1.94068 0.72 -1.25 -0.21
H 0.73154 0.11638 1.15281 0.16 1.14 0.04
H 3.82003 1.47304 -0.93489 0.46 -0.40 -0.46
H 2.60198 0.92224 -2.23498 1.04 0.27 1.65
H 3.29933 -0.32636 -1.23340 0.64 1.60 0.48
```
Positions in Å, forces in eV/Å.

Charge: 0
HOMO-LUMO gap, eV: 7.78
Calculated total energy, Ha: -6840.03969
E_HOMO, eV: -9.05
LUMO, eV: -1.27
Spin multiplicity: 1

Atom charges from the natural (NBO) analysis, given in e for atoms 1 to 6:
1 C -0.425
2 N -0.514
3 C 0.703
4 O -0.492
5 C -0.244
6 H 0.210



2.
Below is a single C4H5NO2 molecule, with properties calculated with ωB97M-V with the def2-TZVPD basis set.

The geometry in XYZ format:
```
12
Properties=species:S:1:pos:R:3:forces:R:3
C -1.87087 -0.38182 0.18692 0.59 -0.14 0.08
C -0.45563 -0.09038 0.48307 0.67 -0.68 -0.49
C 0.53622 0.72925 0.03491 -0.44 -0.58 0.35
O -0.03670 1.97383 0.01677 0.31 0.36 0.00
N 1.82021 0.48218 -0.22173 -0.42 -0.10 -0.13
C 2.02578 -0.85349 -0.21790 -0.13 0.34 0.01
O 1.12780 -1.70068 -0.02430 -0.66 0.97 0.14
H -1.83800 -1.38122 -0.25153 -0.17 -0.16 -0.10
H -2.50510 -0.42450 1.07993 0.26 -0.01 -0.16
H -2.30071 0.29956 -0.56195 0.27 -0.14 0.14
H 0.40344 2.55762 0.64442 0.28 0.11 -0.08
H 3.07189 -1.16936 -0.41669 -0.56 0.03 0.23
```
Positions in Å, forces in eV/Å.

Charge: 0
HOMO-LUMO gap, eV: 8.48
Calculated total energy, Ha: -360.53154
E_HOMO, eV: -8.97
LUMO, eV: -0.49
Energy above the lowest of the compared OMol25 structures with the same formula, charge and spin, kJ/mol: 362.0
Spin multiplicity: 1

Atom charges from the natural (NBO) analysis, given in e for atoms 1 to 6:
1 C -0.741
2 C 0.304
3 C 0.381
4 O -0.660
5 N -0.613
6 C 0.494



3.
Below is a single C21H20ClF3N2O4 molecule, with properties calculated with ωB97M-V with the def2-TZVPD basis set.

The geometry in XYZ format:
```
51
Properties=species:S:1:pos:R:3:forces:R:3
C -4.50980 -1.24786 1.86848 0.17 0.20 -0.05
C -4.23464 0.12287 1.25747 -0.15 -0.16 -0.14
C -5.50830 0.96243 1.22132 0.29 0.00 0.06
C -3.66852 -0.04567 -0.16804 -0.06 0.05 0.10
N -2.46472 -0.84241 -0.18308 -0.03 0.32 0.15
C -2.34432 -2.00717 -0.87164 0.21 0.06 0.11
O -3.25892 -2.52340 -1.47570 -0.21 -0.22 -0.11
C -0.96330 -2.57469 -0.80655 0.18 -0.16 -0.13
C -0.78592 -3.92952 -0.55442 -0.11 0.09 -0.01
C 0.48908 -4.46301 -0.49826 -0.03 -0.05 0.03
C 1.59126 -3.65265 -0.71606 0.08 0.03 -0.02
C 1.41836 -2.30755 -0.99840 0.09 0.01 -0.01
C 0.14572 -1.76722 -1.03747 -0.12 -0.05 0.00
C -3.35458 1.31130 -0.78561 -0.34 -0.34 -0.28
O -3.96425 1.85221 -1.66087 -0.06 0.03 0.02
O -2.25013 1.83594 -0.20800 0.25 0.12 0.38
C -1.70369 3.02134 -0.77493 -0.12 0.47 -0.46
C -0.22030 2.82486 -1.09611 -0.46 -0.23 0.30
O 0.32946 3.40402 -1.99702 0.05 0.23 -0.22
N 0.36712 1.94728 -0.22818 -0.23 -0.12 0.33
C 1.66903 1.45851 -0.24092 0.51 -0.14 0.00
C 2.52822 1.68934 -1.31675 -0.21 0.08 -0.05
C 3.80464 1.16703 -1.33023 0.12 -0.23 0.28
C 4.25423 0.39863 -0.26449 -0.34 0.15 0.00
Cl 5.84206 -0.26689 -0.28259 0.27 -0.10 -0.01
C 3.42764 0.16249 0.82079 -0.05 0.11 -0.15
C 2.14351 0.68957 0.83430 0.00 0.05 -0.01
C 1.27487 0.43624 2.03173 -0.17 0.03 0.28
F 0.13384 -0.22851 1.71717 -0.15 -0.11 -0.23
F 0.85466 1.57839 2.61469 0.08 0.22 -0.06
F 1.86778 -0.28008 2.98255 0.25 -0.11 -0.01
H -3.59802 -1.83683 1.92996 0.03 -0.11 0.04
H -4.91513 -1.13539 2.87089 -0.05 -0.02 0.10
H -5.22864 -1.79267 1.26162 -0.11 -0.10 -0.07
H -3.47872 0.63862 1.86147 0.00 0.00 -0.02
H -6.26460 0.47238 0.61318 -0.13 -0.05 -0.08
H -5.32042 1.94742 0.80076 -0.08 0.15 -0.03
H -5.90241 1.08791 2.22688 -0.06 0.03 0.07
H -4.39822 -0.55569 -0.80627 0.11 0.18 0.08
H -1.69788 -0.53258 0.39028 0.07 -0.08 -0.04
H -1.65488 -4.55131 -0.40134 -0.09 -0.07 0.00
H 0.62407 -5.51387 -0.29035 0.01 -0.09 0.02
H 2.58630 -4.07026 -0.67758 0.09 -0.04 0.00
H 2.27543 -1.67895 -1.19306 0.07 0.06 -0.03
H 0.01128 -0.72291 -1.28250 -0.03 0.11 0.01
H -2.24466 3.28260 -1.69041 0.23 -0.03 0.19
H -1.80730 3.84123 -0.05497 0.00 -0.12 -0.08
H -0.24868 1.61839 0.50354 0.13 -0.02 -0.17
H 2.18069 2.28797 -2.14215 0.02 0.00 -0.01
H 4.45311 1.35210 -2.17150 0.07 0.01 -0.08
H 3.77755 -0.42948 1.65141 0.02 -0.03 0.04
```
Positions in Å, forces in eV/Å.

Charge: 0
HOMO-LUMO gap, eV: 9.41
Calculated total energy, Ha: -1982.59760
E_HOMO, eV: -9.23
LUMO, eV: 0.19
SMILES string: CC(C)[C@H](NC(=O)c1ccccc1)C(=O)OCC(=O)Nc1ccc(Cl)cc1C(F)(F)F
Spin multiplicity: 1

Atom charges from the natural (NBO) analysis, given in e for atoms 1 to 6:
1 C -0.607
2 C -0.207
3 C -0.609
4 C -0.161
5 N -0.622
6 C 0.661



4.
Below is a single C5H8O2 molecule, with properties calculated with ωB97M-V with the def2-TZVPD basis set.

The geometry in XYZ format:
```
15
Properties=species:S:1:pos:R:3:forces:R:3
C -0.14927 -0.33205 -1.71248 0.14 -0.17 -0.12
O -0.90564 0.71891 -1.16149 -0.06 0.02 0.04
C -0.79461 0.81579 0.23380 0.04 0.23 0.08
C 0.67366 1.05272 0.61954 0.05 -0.03 -0.15
C 1.28387 -0.29606 0.72859 -0.33 0.04 0.18
C 0.09805 -1.10943 1.08961 0.24 -0.08 0.01
O -1.12268 -0.37632 0.90288 -0.06 0.00 -0.04
H -0.02823 -0.13594 -2.77783 -0.11 -0.03 0.07
H -0.63596 -1.30315 -1.55757 0.06 0.15 -0.06
H -1.50076 1.59166 0.53461 0.12 -0.10 -0.03
H 0.72562 1.39677 1.66744 -0.04 0.00 -0.05
H 1.19499 1.78276 -0.00521 0.00 -0.14 0.15
H 0.87229 -0.39421 -1.27609 -0.13 0.02 -0.14
H 0.04107 -2.06746 0.55824 0.13 0.14 0.09
H 0.24760 -1.34400 2.15597 -0.04 -0.03 -0.01
```
Positions in Å, forces in eV/Å.

Charge: 0
HOMO-LUMO gap, eV: 9.07
Calculated total energy, Ha: -345.64884
E_HOMO, eV: -9.16
LUMO, eV: -0.09
Energy above the lowest of the compared OMol25 structures with the same formula, charge and spin, kJ/mol: 409.9
Spin multiplicity: 1

Atom charges from the natural (NBO) analysis, given in e for atoms 1 to 6:
1 C -0.256
2 O -0.520
3 C 0.356
4 C -0.644
5 C 0.137
6 C -0.294